ORCA calculation (ωB97M-V/def2-TZVPD) on a single C4H4O2 molecule.

Last column: natural (NBO) charge in e.
Positions of all 10 atoms, in Å:
O (-1.429, -1.908, 1.001)  -0.52
C (-0.644, -1.103, 0.618)  0.68
O (0.316, -1.316, -0.357)  -0.48
C (0.825, 0.004, -0.307)  -0.08
C (-0.343, 0.954, -0.402)  -0.47
C (-0.395, 0.354, 0.985)  -0.12
H (1.772, 0.183, -0.805)  0.26
H (-0.096, 2.013, -0.446)  0.23
H (-1.082, 0.647, -1.140)  0.24
H (1.076, 0.173, 0.853)  0.26

Properties
gap between HOMO and LUMO	9.60	eV
E_LUMO	0.149	eV
highest occupied orbital energy	-9.451	eV

=====

ORCA calculation (ωB97M-V/def2-TZVPD) on a molecular structure, C30H43As3N3O3PRuS.

Last column: Löwdin spin population.
Positions of all 85 atoms, in Å:
Ru (0.200, -0.506, 0.009)  0.92
C (2.943, -0.111, 3.308)  -0.01
As (1.921, 0.680, 1.806)  -0.02
C (0.930, 1.969, 2.890)  0.00
C (3.211, 1.999, 1.062)  0.00
C (4.188, 1.609, -0.051)  0.00
C (5.123, 2.802, -0.293)  0.00
C (3.475, 1.356, -1.396)  0.01
As (2.326, -0.250, -1.650)  0.04
C (1.823, 0.066, -3.513)  0.01
C (3.619, -1.689, -2.024)  0.00
C (4.969, 0.351, 0.326)  0.00
As (6.361, 0.211, 1.789)  0.00
C (7.953, 0.789, 0.788)  0.00
C (6.279, 1.770, 3.007)  0.00
H (3.399, 0.678, 3.907)  0.00
H (3.722, -0.798, 2.976)  0.00
H (2.240, -0.653, 3.943)  0.00
H (1.630, 2.605, 3.437)  0.00
H (0.292, 1.448, 3.606)  0.00
H (0.313, 2.589, 2.243)  0.00
H (3.781, 2.351, 1.930)  0.00
H (2.589, 2.830, 0.719)  0.00
H (4.566, 3.648, -0.690)  0.00
H (5.893, 2.538, -1.015)  0.00
H (5.598, 3.121, 0.630)  0.00
H (4.232, 1.292, -2.192)  0.00
H (2.840, 2.220, -1.630)  0.00
H (2.706, -0.037, -4.150)  0.00
H (1.385, 1.053, -3.659)  0.00
H (1.079, -0.674, -3.814)  0.00
H (4.442, -1.311, -2.632)  0.00
H (3.091, -2.459, -2.591)  0.00
H (4.009, -2.143, -1.114)  0.00
H (5.522, -0.002, -0.552)  0.00
H (4.224, -0.425, 0.563)  0.00
H (8.109, 0.160, -0.086)  0.00
H (8.830, 0.699, 1.427)  0.00
H (7.862, 1.825, 0.469)  0.00
H (5.390, 1.758, 3.631)  0.00
H (6.356, 2.720, 2.486)  0.00
H (7.146, 1.678, 3.663)  0.00
N (-1.886, 0.645, 0.863)  0.02
C (-2.048, 0.471, 2.250)  0.00
C (-2.493, 1.508, 3.063)  0.00
C (-2.660, 1.300, 4.420)  0.00
C (-2.376, 0.068, 4.983)  0.00
C (-1.889, -0.962, 4.195)  0.00
C (-1.720, -0.765, 2.832)  0.00
P (-1.037, -2.006, 1.688)  -0.01
C (-2.526, -2.887, 1.140)  0.00
C (-3.773, -2.264, 1.136)  0.00
C (-4.866, -2.921, 0.605)  0.00
C (-4.730, -4.200, 0.092)  0.00
C (-3.496, -4.830, 0.114)  0.00
C (-2.392, -4.175, 0.621)  0.00
C (-0.138, -3.214, 2.698)  -0.01
C (-0.778, -4.161, 3.496)  0.00
C (-0.018, -5.073, 4.209)  0.00
C (1.365, -5.051, 4.121)  0.00
C (2.003, -4.112, 3.325)  0.00
C (1.250, -3.196, 2.612)  0.00
H (-2.458, 0.016, 0.293)  0.00
H (-2.050, 1.609, 0.580)  0.00
H (-2.730, 2.468, 2.628)  0.00
H (-3.021, 2.111, 5.036)  0.00
H (-2.530, -0.095, 6.038)  0.00
H (-1.634, -1.911, 4.643)  0.00
H (-3.899, -1.279, 1.563)  0.00
H (-5.826, -2.430, 0.584)  0.00
H (-5.586, -4.702, -0.330)  0.00
H (-3.395, -5.830, -0.279)  0.00
H (-1.422, -4.657, 0.614)  0.00
H (-1.858, -4.189, 3.537)  0.00
H (-0.505, -5.817, 4.824)  0.00
H (1.946, -5.782, 4.659)  0.00
H (3.079, -4.111, 3.246)  0.00
H (1.725, -2.475, 1.943)  0.00
O (0.156, 2.914, -2.139)  0.01
N (0.021, 1.965, -1.419)  0.00
O (-0.528, 0.915, -1.799)  0.05
O (0.448, 1.976, -0.241)  0.06
S (0.573, -3.041, -1.109)  -0.04
C (-0.808, -2.210, -1.452)  0.00
N (-1.826, -1.677, -1.623)  -0.05

Properties
net charge	+1
gap between HOMO and LUMO (alpha / beta)	5.96 / 6.82	eV
E_LUMO (alpha / beta)	-4.736 / -4.001	eV
highest occupied orbital energy (alpha / beta)	-10.695 / -10.824	eV
multiplicity	2

=====

ORCA calculation (ωB97M-V/def2-TZVPD) on 7 unconnected molecules or ions with the total composition C34H89N7O10.

Last column: Mulliken charge in e.
Positions of all 140 atoms, in Å:
C (-9.970, 3.939, -0.616)  -0.92
O (-9.079, 3.426, -1.663)  -0.28
C (-7.675, 3.497, -1.424)  -0.28
C (-7.015, 4.912, -1.248)  0.53
C (-7.263, 5.808, -2.443)  -1.19
N (-5.568, 4.885, -1.151)  -0.61
H (-10.453, 4.893, -0.830)  0.32
H (-9.547, 4.071, 0.381)  0.36
H (-10.808, 3.247, -0.541)  0.30
H (-7.525, 2.842, -0.563)  0.46
H (-7.130, 2.882, -2.140)  -0.22
H (-7.383, 5.330, -0.310)  0.34
H (-8.314, 5.932, -2.708)  0.26
H (-6.780, 5.402, -3.332)  0.21
H (-6.904, 6.834, -2.355)  0.40
H (-5.162, 5.606, -0.573)  0.24
H (-5.399, 3.937, -0.843)  0.19
C (-13.185, -1.125, -4.577)  -0.58
O (-13.409, -2.423, -5.154)  -0.28
C (-14.535, -2.462, -6.020)  -1.07
C (-14.241, -1.756, -7.394)  1.17
C (-15.382, -1.675, -8.331)  -1.71
N (-13.216, -2.492, -8.151)  -0.18
H (-13.072, -0.329, -5.314)  0.26
H (-12.235, -1.064, -4.044)  0.14
H (-13.874, -0.781, -3.805)  0.38
H (-14.939, -3.452, -6.236)  0.36
H (-15.440, -2.019, -5.602)  0.44
H (-13.901, -0.756, -7.125)  -0.04
H (-15.796, -2.655, -8.569)  0.19
H (-14.962, -1.209, -9.222)  0.25
H (-16.286, -1.144, -8.031)  0.48
H (-12.482, -2.803, -7.529)  -0.06
H (-13.546, -3.366, -8.536)  0.27
C (-6.762, -0.263, -1.590)  -0.43
O (-5.937, -1.268, -2.083)  -0.42
C (-6.634, -2.447, -2.472)  -0.12
C (-5.641, -3.537, -2.887)  0.43
C (-4.783, -3.054, -4.008)  -1.25
N (-6.336, -4.784, -3.139)  -0.67
H (-7.320, 0.205, -2.402)  -0.01
H (-6.190, 0.397, -0.937)  0.29
H (-7.583, -0.623, -0.967)  0.37
H (-7.260, -2.762, -1.635)  0.41
H (-7.327, -2.137, -3.256)  -0.12
H (-5.049, -3.616, -1.974)  0.34
H (-4.366, -3.979, -4.409)  0.44
H (-3.972, -2.429, -3.636)  0.32
H (-5.329, -2.583, -4.825)  0.07
H (-6.957, -5.014, -2.376)  0.31
H (-6.925, -4.852, -3.958)  0.16
C (-10.173, -9.117, -2.443)  -0.78
O (-10.052, -9.197, -1.023)  -0.38
C (-10.495, -10.528, -0.436)  -0.90
C (-12.087, -10.712, -0.301)  0.64
C (-12.818, -9.480, 0.231)  -1.32
N (-12.457, -11.889, 0.510)  -0.78
H (-10.550, -8.109, -2.614)  0.26
H (-10.835, -9.860, -2.889)  0.35
H (-9.147, -9.217, -2.798)  0.32
H (-10.219, -11.373, -1.068)  0.40
H (-10.041, -10.827, 0.509)  0.47
H (-12.535, -10.935, -1.270)  0.23
H (-13.798, -9.681, 0.664)  0.39
H (-12.940, -8.727, -0.549)  0.29
H (-12.188, -8.970, 0.961)  0.28
H (-11.567, -12.372, 0.514)  0.24
H (-12.975, -12.555, -0.048)  0.29
C (-10.025, 0.765, -9.961)  -0.25
O (-11.362, 1.197, -10.344)  -0.44
C (-12.173, 0.067, -10.545)  -0.01
C (-13.528, 0.503, -11.111)  -0.90
N (-14.250, -0.577, -11.823)  -0.25
C (-15.496, -0.208, -12.303)  -0.57
C (-16.464, -1.409, -12.405)  -0.75
O (-16.611, -2.116, -11.174)  -0.27
C (-16.321, -3.490, -11.188)  -0.76
H (-9.653, 1.769, -9.755)  0.28
H (-9.537, 0.176, -10.737)  0.14
H (-10.076, 0.199, -9.031)  0.06
H (-12.324, -0.595, -9.692)  0.18
H (-11.828, -0.517, -11.401)  0.10
H (-13.311, 1.415, -11.668)  0.60
H (-14.063, 0.909, -10.250)  0.30
H (-14.170, -1.339, -11.164)  0.11
H (-15.400, 0.321, -13.252)  0.41
H (-16.010, 0.492, -11.640)  0.36
H (-16.008, -2.073, -13.141)  0.40
H (-17.419, -1.030, -12.770)  0.34
H (-16.822, -3.733, -10.251)  0.28
H (-15.281, -3.819, -11.177)  0.27
H (-16.745, -4.096, -11.989)  0.39
C (-6.318, 2.608, -4.514)  -0.77
O (-5.879, 2.454, -5.860)  -0.48
C (-6.378, 1.291, -6.448)  0.49
C (-5.800, 1.189, -7.884)  -1.16
N (-6.642, 0.411, -8.778)  -0.05
C (-6.651, -0.991, -8.545)  -0.26
C (-7.431, -1.688, -9.673)  -1.11
O (-8.748, -1.967, -9.223)  0.19
C (-9.516, -2.616, -10.153)  -0.95
H (-7.401, 2.585, -4.382)  0.33
H (-5.978, 3.497, -3.982)  0.30
H (-6.014, 1.854, -3.785)  0.30
H (-7.466, 1.343, -6.530)  -0.10
H (-6.178, 0.428, -5.811)  0.14
H (-4.790, 0.776, -7.839)  0.34
H (-5.687, 2.213, -8.241)  0.41
H (-6.545, 0.660, -9.751)  0.27
H (-6.930, -1.268, -7.528)  -0.03
H (-5.651, -1.427, -8.618)  0.32
H (-6.960, -2.645, -9.902)  0.57
H (-7.420, -1.155, -10.625)  0.38
H (-9.919, -2.063, -11.003)  0.21
H (-10.299, -3.053, -9.533)  0.13
H (-8.929, -3.418, -10.604)  0.47
C (-10.345, -7.873, -6.263)  -0.78
O (-9.229, -6.974, -6.415)  -0.36
C (-9.668, -5.643, -6.093)  -0.27
C (-8.830, -4.659, -6.855)  -0.91
N (-9.458, -3.301, -6.798)  0.88
C (-9.277, -2.519, -5.579)  -0.21
C (-9.702, -1.098, -5.694)  0.74
O (-9.530, -0.347, -4.433)  -0.32
C (-10.039, 0.927, -4.507)  -0.45
H (-11.188, -7.449, -6.810)  0.39
H (-10.759, -7.939, -5.256)  0.25
H (-10.078, -8.869, -6.616)  0.29
H (-9.660, -5.485, -5.013)  0.28
H (-10.708, -5.527, -6.402)  0.33
H (-8.673, -4.951, -7.893)  0.24
H (-7.794, -4.679, -6.512)  0.33
H (-9.507, -2.823, -7.686)  -0.39
H (-8.229, -2.528, -5.275)  -0.44
H (-9.921, -2.954, -4.813)  0.31
H (-10.741, -1.099, -6.027)  -0.07
H (-9.105, -0.585, -6.450)  -0.49
H (-11.094, 0.846, -4.777)  0.14
H (-9.487, 1.462, -5.281)  0.18
H (-10.081, 1.476, -3.566)  0.17

Properties
gap between HOMO and LUMO	8.98	eV
E_LUMO	0.568	eV
highest occupied orbital energy	-8.412	eV
SMILES	COC[C@H](C)N.COC[C@H](C)N.COC[C@H](C)N.COC[C@H](C)N.COCCNCCOC.COCCNCCOC.COCCNCCOC

=====

ORCA calculation (ωB97M-V/def2-TZVPD) on a molecular structure, C2H4N4O.

Last column: natural (NBO) charge in e.
Positions of all 11 atoms, in Å:
C (-0.029, -0.080, -0.526)  0.39
C (1.727, -0.133, 0.646)  0.39
H (-1.729, -1.137, 0.882)  0.35
H (-3.024, 0.285, 0.632)  0.36
H (2.490, -0.443, 1.410)  0.21
H (0.626, 1.614, -1.502)  0.41
N (-2.301, -0.638, 0.122)  -0.66
N (-1.236, -0.039, -0.741)  -0.35
N (0.592, -0.844, 0.472)  -0.51
N (0.823, 0.591, -1.176)  -0.28
O (2.061, 0.823, -0.219)  -0.33

Properties
gap between HOMO and LUMO	8.93	eV
E_LUMO	0.457	eV
highest occupied orbital energy	-8.469	eV

=====

Computed maximum force (Eh/bohr) in order:
0.008, 0.032, 0.078, 0.215
Computed ΔE to the lowest compared entry with this formula, charge and spin (kcal/mol) in order:
89.04, 86.18, 78.26, 138.42